No. 1
77
Properties=species:S:1:pos:R:3:forces:R:3:lowdin_charge:R:1 method="wB97M-V/def2-TZVPD" spin_multiplicity=3 total_charge=-2 e_homo_ev="-1.5 / -2.0" relative_energy_kj_mol=0.0 orbital_gap_ha="0.215 / 0.211" s_squared=2.037
Ti -0.911 -0.480 0.815 1.4 2.0 1.4 0.6463
O -1.550 -2.978 -2.851 0.2 0.0 0.5 0.0592
C -2.366 -3.852 -2.224 -0.6 0.3 0.9 -0.2894
C -2.985 -4.800 -2.982 -1.5 -1.1 -0.3 -0.0424
C -3.889 -5.756 -2.471 0.3 0.8 0.0 -0.1141
C -4.164 -5.709 -1.127 -0.7 1.0 1.5 -0.1262
C -3.636 -4.666 -0.301 1.8 -0.8 -2.1 -0.0126
C -2.664 -3.786 -0.833 0.0 -0.8 0.3 -0.0649
C -1.664 -3.053 0.048 -0.1 0.4 0.3 -0.3723
O -1.268 -1.778 -0.470 -0.7 -1.4 -0.8 -0.3351
N -2.085 -2.982 1.455 0.2 1.1 -0.9 -0.0108
N -1.114 -2.076 2.089 -0.5 -1.4 -0.3 -0.1700
C -0.686 -2.699 3.190 1.1 0.8 0.8 -0.2101
C 0.270 -2.341 4.053 0.1 0.4 -0.3 -0.0498
Br -0.062 1.230 2.838 0.0 0.1 -0.1 -0.0558
C 0.880 -1.742 5.045 0.3 1.0 0.4 -0.1324
C 2.360 -1.714 5.233 -0.7 -0.7 0.3 -0.2254
C 3.241 -2.341 4.357 0.8 0.7 0.5 -0.0603
C 4.603 -2.299 4.583 1.6 -0.7 -0.4 -0.1134
C 5.154 -1.756 5.753 -1.3 0.2 0.0 -0.1249
C 4.252 -1.200 6.669 0.6 0.2 0.4 -0.1134
C 2.892 -1.143 6.386 1.0 -0.4 -0.6 -0.0648
H -1.306 -2.315 -2.165 0.1 0.2 0.0 0.0750
H -2.906 -4.733 -4.033 0.5 0.0 -1.1 0.0934
H -4.453 -6.417 -3.140 0.5 0.1 0.2 0.0931
H -4.869 -6.379 -0.627 0.2 0.0 -0.4 0.0839
H -3.725 -4.748 0.757 -0.3 0.3 0.6 0.0884
H -0.749 -3.651 0.028 0.1 -0.3 0.1 0.1522
H -2.916 -2.396 1.472 -0.5 -0.3 -0.2 0.0878
H -1.144 -3.631 3.386 -0.5 -1.1 0.2 0.0918
H 0.356 -1.053 5.760 0.2 -0.7 -0.6 0.1058
H 2.909 -2.795 3.464 -0.7 -0.5 -0.8 0.0863
H 5.294 -2.778 3.829 -0.8 0.6 0.8 0.1072
H 6.208 -1.719 5.962 0.3 -0.2 -0.1 0.0758
H 4.630 -0.814 7.642 -0.3 -0.1 -0.8 0.0976
H 2.237 -0.643 7.040 -0.8 0.5 0.9 0.0855
N 1.534 -0.575 -2.176 -0.2 -1.1 -0.3 0.0173
C 2.608 -0.621 -1.205 -0.5 2.3 0.0 -0.2858
C 2.259 -0.019 0.139 -0.2 -0.3 0.6 -0.2628
N 1.367 -0.854 1.009 0.9 0.7 0.3 -0.0706
H 1.274 0.387 -2.329 0.0 0.2 0.0 0.0382
H 0.697 -0.994 -1.784 -0.1 -0.1 -0.1 0.0296
H 3.349 0.075 -1.611 0.4 -0.3 0.1 0.1062
H 3.059 -1.565 -1.043 0.3 -1.3 -0.3 0.0860
H 1.688 0.888 -0.036 0.4 0.3 0.1 0.0502
H 3.201 0.190 0.662 -0.1 0.1 0.1 0.1101
H 1.627 -0.579 1.978 -0.8 -0.2 -0.6 0.0141
H 1.633 -1.824 0.952 0.0 -0.5 -0.2 0.0774
F -3.210 1.578 1.573 0.6 -0.3 -0.1 -0.0489
C -2.881 0.228 1.498 -1.7 1.0 -0.4 -0.5863
F -3.799 -0.204 0.503 0.2 -0.2 -0.1 -0.0644
F -3.491 -0.253 2.630 0.4 -0.4 0.3 -0.0194
C -0.492 1.180 -0.737 -0.8 0.3 -0.3 -0.0205
C -0.480 2.162 -1.502 -0.5 -0.6 0.2 -0.1677
C -0.375 3.294 -2.296 1.4 0.2 0.1 -0.1332
C -1.382 3.660 -3.286 0.0 -0.2 0.6 -0.1820
C -1.384 4.890 -3.925 -0.6 1.8 -0.7 -0.0545
C -2.425 5.252 -4.810 0.1 -0.6 0.4 -0.0952
C -3.531 4.404 -5.009 1.5 1.0 0.4 -0.1169
C -3.551 3.211 -4.304 0.1 -0.5 -0.4 -0.1011
C -2.496 2.826 -3.510 0.4 0.4 0.5 -0.0159
C 0.896 4.042 -2.044 0.9 1.7 -0.7 -0.1188
C 1.572 4.958 -2.952 -1.1 -1.5 1.2 -0.0569
C 2.698 5.669 -2.632 0.8 0.7 0.7 -0.1219
C 3.248 5.551 -1.353 0.3 0.7 -0.3 -0.1271
C 2.674 4.638 -0.494 1.5 0.3 1.8 -0.1161
C 1.559 3.936 -0.808 -1.7 -1.7 -0.2 -0.0480
H -0.675 5.683 -3.617 -0.4 -0.8 -0.5 0.1038
H -2.392 6.209 -5.332 0.0 -0.1 0.2 0.0857
H -4.327 4.775 -5.624 -0.4 -0.3 -0.3 0.0786
H -4.354 2.514 -4.434 -0.5 -0.2 0.1 0.0926
H -2.524 1.938 -2.909 -0.2 -0.6 0.0 0.1073
H 1.144 5.056 -3.894 -0.4 0.2 -1.6 0.0612
H 3.198 6.392 -3.297 -0.6 -0.5 0.0 0.0974
H 4.052 6.239 -1.045 -0.3 -0.7 -0.1 0.0946
H 3.112 4.448 0.515 -0.4 0.4 -0.9 0.1184
H 1.152 3.211 -0.092 0.1 0.4 -0.1 0.1043

=====

No. 2
80
Properties=species:S:1:pos:R:3:forces:R:3:lowdin_charge:R:1 method="wB97M-V/def2-TZVPD" total_charge=+1 e_homo_ev=-10.4 orbital_gap_ha=0.270
Zr -0.542 -0.247 0.173 -0.2 1.1 0.3 1.5713
C 0.011 2.350 -3.463 0.0 0.1 0.1 -0.0193
C -0.673 2.983 -2.289 0.1 -0.4 0.1 -0.2784
N -1.394 4.065 -2.482 0.0 0.1 -0.1 0.1414
C -2.005 4.656 -1.450 0.1 0.0 0.0 -0.0802
C -1.885 4.231 -0.147 0.0 -0.1 0.1 -0.1211
C -2.643 4.959 0.945 0.0 0.0 -0.1 -0.1935
O -4.043 4.947 0.723 0.0 -0.1 0.1 -0.0396
C -1.106 3.079 0.089 0.0 -0.1 -0.4 -0.0742
C -0.704 2.705 1.423 0.4 -0.2 0.2 -0.0300
N -0.171 1.573 1.712 -0.4 0.0 0.0 -0.0466
C 0.307 1.347 3.021 0.2 0.0 0.4 -0.3432
C -0.344 1.799 4.169 0.0 0.0 -0.1 -0.0252
C 0.161 1.498 5.422 0.0 0.0 0.0 -0.0538
C 1.325 0.756 5.553 0.0 0.0 0.0 -0.0617
C 1.994 0.309 4.422 0.0 0.0 0.0 -0.1224
C 1.471 0.603 3.177 0.2 0.0 -0.4 -0.5697
I 2.454 -0.005 1.412 0.0 0.1 0.5 1.2009
C -0.542 2.392 -1.008 -0.2 1.1 0.1 -0.3111
O 0.137 1.266 -0.854 0.6 1.1 -0.9 -0.3779
H 0.200 3.106 -4.221 0.0 0.0 0.0 0.0909
H -0.629 1.580 -3.904 0.0 0.0 0.0 0.0711
H 0.947 1.889 -3.148 0.0 0.0 -0.1 0.0641
H -2.587 5.536 -1.708 0.0 0.0 0.1 0.1235
H -2.270 5.984 1.041 0.0 0.0 0.0 0.1326
H -2.515 4.468 1.907 0.0 0.0 0.0 0.1083
H -4.245 5.429 -0.085 0.0 0.0 0.0 0.0842
H -0.774 3.465 2.198 0.1 0.0 0.0 0.1411
H -1.266 2.359 4.081 0.0 0.0 0.0 0.1167
H -0.369 1.835 6.303 0.0 0.0 0.0 0.1148
H 1.716 0.519 6.533 0.0 0.0 0.0 0.1141
H 2.905 -0.265 4.510 0.0 0.0 0.0 0.1039
Br -2.627 0.141 -1.918 -0.3 0.3 0.3 0.9498
C -3.901 0.977 -0.730 0.1 -0.1 -0.3 -0.5122
C -4.987 1.584 -1.279 0.2 -0.1 -0.2 -0.1093
C -5.969 2.122 -0.428 -0.1 0.0 0.2 -0.0641
C -5.836 1.996 0.923 -0.1 0.1 -0.1 -0.0240
C -4.715 1.348 1.493 0.2 -0.1 -0.1 -0.1569
C -4.618 1.159 2.890 0.0 0.0 0.1 -0.0202
C -3.560 0.476 3.415 -0.1 0.0 0.0 -0.0678
C -2.520 0.027 2.576 -0.1 0.0 -0.2 -0.1509
C -2.508 0.219 1.206 -0.4 0.0 0.3 -0.1933
C -3.676 0.841 0.659 0.0 0.0 0.0 -0.2122
H -5.100 1.635 -2.354 0.0 0.0 0.0 0.1072
H -6.832 2.614 -0.855 0.0 0.0 0.0 0.1129
H -6.597 2.388 1.586 0.0 0.0 0.0 0.1211
H -5.411 1.541 3.521 0.0 0.0 0.0 0.1185
H -3.493 0.294 4.481 0.0 0.0 0.0 0.1109
H -1.689 -0.468 3.062 0.1 0.0 0.0 0.0809
O -1.619 -4.912 -0.433 0.1 0.1 -0.1 0.0704
C -2.231 -4.748 0.765 -0.1 0.0 0.2 -0.2450
C -3.075 -5.718 1.290 0.0 -0.1 0.0 -0.0050
C -3.655 -5.540 2.533 0.0 0.0 0.0 -0.0545
C -3.371 -4.410 3.285 -0.1 0.0 0.1 -0.0629
C -2.516 -3.452 2.778 0.1 -0.1 0.0 0.0027
C -1.959 -3.594 1.509 0.2 0.0 -0.1 -0.0508
C -1.194 -2.463 0.945 -0.5 -0.8 0.0 -0.5300
O -1.423 -2.070 -0.247 -0.5 -1.4 -0.1 -0.2107
O -0.383 -1.764 1.636 0.2 -0.7 0.8 -0.1457
H -1.889 -5.749 -0.823 0.0 -0.1 0.0 0.1207
H -3.275 -6.619 0.721 0.0 0.0 0.0 0.1222
H -4.329 -6.294 2.917 0.0 0.0 0.0 0.1153
H -3.820 -4.281 4.261 0.0 0.0 0.0 0.1104
H -2.284 -2.567 3.355 0.0 0.0 0.0 0.1093
C -0.415 -3.506 -3.216 -0.2 -0.1 0.0 -0.0901
O 0.620 -2.518 -3.310 0.0 0.4 0.2 -0.3214
P 0.584 -1.222 -2.337 1.0 -0.9 -0.5 0.8084
O 1.961 -0.554 -2.834 -0.2 0.0 0.1 -0.3242
C 2.279 -0.331 -4.214 0.0 0.0 -0.2 -0.0945
O 1.147 -1.808 -0.888 -0.2 0.2 -0.8 -0.5274
C 2.271 -2.713 -0.860 0.2 0.0 0.3 -0.0963
H -0.225 -4.230 -4.004 0.0 0.0 0.0 0.0960
H -1.401 -3.059 -3.350 0.0 0.0 0.0 0.0904
H -0.386 -3.996 -2.246 0.0 0.0 0.1 0.0630
H 3.030 0.454 -4.239 0.0 0.0 0.0 0.0957
H 1.405 -0.014 -4.785 0.0 0.0 0.0 0.0837
H 2.684 -1.240 -4.656 0.0 0.0 0.0 0.0909
H 2.114 -3.396 -0.029 0.0 0.0 0.0 0.1006
H 3.196 -2.156 -0.719 0.0 0.0 0.0 0.0664
H 2.329 -3.269 -1.792 -0.1 0.0 0.0 0.0903

=====

No. 3
74
Properties=species:S:1:pos:R:3:forces:R:3:lowdin_charge:R:1 method="wB97M-V/def2-TZVPD" total_charge=+1 e_homo_ev=-10.9 relative_energy_kj_mol=131.9 orbital_gap_ha=0.224
Pd 0.596 -0.425 -1.396 0.3 0.3 0.1 1.0259
C -3.641 0.301 2.677 0.0 0.0 0.0 -0.0798
C -2.805 1.543 2.987 0.1 0.0 0.0 -0.1833
C -1.374 1.189 3.319 -0.2 0.1 0.1 -0.1718
C -0.969 1.045 4.637 0.0 0.0 0.0 -0.0248
C 0.328 0.662 4.944 0.0 0.0 0.0 -0.0524
C 1.225 0.416 3.920 0.0 0.0 0.0 -0.0256
C 0.868 0.577 2.583 0.2 -0.2 -0.1 -0.1607
C 1.855 0.183 1.508 -0.2 0.1 0.1 -0.1730
C 1.658 -1.257 1.018 0.2 0.0 -0.2 -0.0688
C -0.434 0.988 2.307 0.0 -0.1 -0.2 -0.1471
N -0.937 1.113 0.977 -0.6 0.1 0.3 0.1824
C -0.644 1.911 0.087 1.8 -1.4 0.6 -0.0491
C -0.782 1.636 -2.615 0.2 -0.2 0.2 -0.3180
C -0.867 2.519 -3.661 0.1 0.0 -0.2 -0.0096
C -0.051 1.943 -4.666 -0.1 0.1 0.0 -0.0668
C 0.466 0.765 -4.170 0.1 -0.1 0.1 -0.1167
N -0.006 0.564 -2.911 -0.6 0.7 -0.4 -0.0842
H -4.678 0.567 2.465 0.0 0.0 0.0 0.0764
H -3.640 -0.383 3.526 0.0 0.0 0.0 0.0801
H -3.235 -0.240 1.820 0.0 0.0 0.0 0.0462
H -3.242 2.072 3.835 0.0 0.0 0.0 0.1171
H -2.831 2.231 2.137 0.0 0.0 0.1 0.0879
H -1.684 1.234 5.429 0.0 0.0 0.0 0.1211
H 0.635 0.554 5.975 0.0 0.0 0.0 0.1126
H 2.234 0.095 4.151 0.0 0.0 0.0 0.1219
H 2.860 0.255 1.926 0.0 0.0 0.0 0.1208
H 1.832 0.875 0.671 0.1 0.0 0.0 0.0682
H 1.375 -1.910 1.845 0.0 -0.1 -0.1 0.1001
H 2.558 -1.645 0.544 0.0 0.0 0.0 0.0442
H 0.824 -1.424 0.285 -0.1 0.1 0.2 0.0190
H 0.319 2.393 -0.101 -0.4 0.5 -0.3 0.1698
H -1.452 3.422 -3.718 0.0 0.0 0.0 0.1099
H 0.126 2.335 -5.654 0.0 0.0 0.0 0.1030
H 1.125 0.054 -4.639 0.1 0.0 0.1 0.1215
C -1.261 -2.780 -1.299 -0.1 0.0 0.0 -0.1237
N -1.243 -1.296 -1.332 0.1 -0.3 0.3 -0.0527
C -2.363 -0.708 -1.203 -0.3 0.2 -0.2 -0.0321
C -2.554 0.732 -1.150 0.4 -0.7 0.0 -0.1522
C -3.633 1.420 -0.698 -0.2 0.0 0.2 0.0554
C -3.257 2.771 -0.512 -0.1 0.1 0.4 0.0223
C -1.929 2.892 -0.809 -1.2 0.5 -2.1 -0.0681
N -1.483 1.620 -1.363 -0.2 1.0 0.5 -0.0331
C -1.939 -3.340 -0.069 0.0 0.0 0.0 -0.2327
C -1.775 -2.749 1.182 0.0 0.0 0.0 -0.0553
C -2.344 -3.325 2.306 0.0 0.0 0.0 -0.0675
C -3.083 -4.496 2.192 0.0 0.0 0.0 -0.0689
C -3.260 -5.080 0.948 0.0 0.0 0.0 -0.0633
C -2.692 -4.502 -0.180 0.0 0.0 0.0 -0.0349
H -0.226 -3.115 -1.354 0.0 0.0 0.0 0.1211
H -1.758 -3.135 -2.203 0.0 0.0 0.0 0.1337
H -3.264 -1.307 -1.073 0.0 0.0 0.0 0.1614
H -4.596 0.980 -0.484 0.0 0.0 0.1 0.1405
H -3.871 3.573 -0.134 -0.1 0.0 0.0 0.1342
H -1.462 3.784 -1.201 0.4 0.0 0.4 0.1657
H -1.211 -1.829 1.286 0.0 0.0 0.0 0.0870
H -2.204 -2.861 3.274 0.0 0.0 0.0 0.1082
H -3.522 -4.949 3.071 0.0 0.0 0.0 0.1100
H -3.843 -5.986 0.851 0.0 0.0 0.0 0.1113
H -2.834 -4.963 -1.150 0.0 0.0 0.0 0.1175
Br 5.505 -1.328 -0.172 0.0 0.0 0.0 0.8134
C 5.637 0.065 -1.453 0.0 0.0 0.0 -0.5932
C 6.898 0.576 -1.716 0.0 0.0 0.0 -0.1198
C 7.041 1.618 -2.618 0.0 0.0 0.0 -0.0665
C 5.927 2.162 -3.241 0.0 0.0 0.0 -0.0647
C 4.670 1.658 -2.956 0.0 0.0 0.0 -0.0178
C 4.512 0.593 -2.072 -0.1 0.1 0.0 -0.1755
C 3.132 0.081 -1.831 -0.1 0.1 0.0 -0.6397
O 2.229 0.958 -1.528 -0.2 -0.7 0.2 -0.1133
O 2.831 -1.111 -1.938 0.7 -0.3 -0.1 -0.0431
H 7.760 0.157 -1.216 0.0 0.0 0.0 0.1017
H 8.028 2.008 -2.828 0.0 0.0 0.0 0.1110
H 6.037 2.979 -3.941 0.0 0.0 0.0 0.1085
H 3.788 2.079 -3.422 0.0 0.0 0.0 0.1186